ORCA calculation (ωB97M-V/def2-TZVPD) on a structure of composition C26H48N2O2PS2SbSi3Tc.

## Properties
Multiplicity: 3
Total charge: +1
Gap between HOMO and LUMO (spin up / spin down): 0.2794 / 0.2698 Ha
Energy relative to the best compared isomer or geometry (same formula, charge and spin): 0.00 kJ/mol
Lowest unoccupied orbital energy (spin up / spin down): -2.82 / -3.15 eV

Element x y z (Å)
C 0.9255 0.5715 -3.9827
H 2.9188 2.8998 -1.7521
H 3.4829 -1.5315 -4.5886
H 0.0503 -3.7494 -3.0924
H 0.8926 -4.9498 0.6196
H 0.2075 -5.8355 -0.7416
H 4.4988 3.0610 -0.9741
H -2.2478 -4.9468 -2.0097
C -4.1494 3.6123 1.1997
C -2.3629 -4.0024 -1.4636
H 0.7576 -3.9547 2.5824
H 1.7719 -0.1822 -5.7965
C 0.0889 -3.3402 3.1926
C -4.1162 -0.8721 -0.8895
N 0.9682 0.5761 -2.6507
H -0.0404 -2.0496 -2.6099
H 0.1718 1.1874 -4.4592
H 2.4164 1.5708 2.3980
C 3.7538 2.3390 -1.3264
C 2.8208 -0.9070 -2.6485
H -2.7145 -3.2515 -2.1791
S -0.7885 1.9420 1.2835
C 2.5296 -2.7659 0.4212
C -1.8087 -1.2038 -0.1927
C 0.2774 -3.0470 -2.2821
Si -0.6835 -3.5576 -0.7695
Tc -0.0351 1.3114 -0.9452
H -2.3167 -1.4337 4.1436
H -5.1687 -1.1008 -0.7740
C -2.3470 0.2759 -1.9327
H -0.0767 6.5696 2.3905
H -3.5130 -2.1819 0.6713
H 0.6793 -2.5443 3.6555
H 2.1818 5.8601 0.4445
C 1.7075 0.2157 -0.5361
C -0.8064 -2.0903 0.4788
H 2.0830 2.9978 1.4111
H -3.7022 -3.6059 2.2228
H 2.3507 6.0504 2.2000
Si -1.3732 -2.6642 2.2359
C -2.0216 -1.1629 3.1241
H 3.5023 -2.2945 0.2829
H 1.3598 -3.0261 -2.1520
H -2.5751 -4.7303 1.4500
H -4.5981 3.7920 0.2218
H -4.9162 3.7508 1.9643
H -0.2556 6.4622 0.6386
H -3.1446 -4.1486 -0.7154
H 4.2162 1.7474 -2.1240
C 2.7709 -0.9306 -4.0349
C 4.6229 0.0825 0.4678
H -2.5287 4.4067 2.4004
H 2.6119 -3.4893 1.2337
H -3.3826 5.6109 1.4320
H 3.7276 2.6853 1.9825
P -0.6413 3.8118 0.5831
H -1.9535 0.9701 -2.6730
H -0.2898 -3.9793 3.9971
H 4.8561 -0.5928 -0.3627
H 4.4333 -0.5168 1.3647
H -1.2540 -0.3868 3.1927
H 3.5597 -1.4780 -2.1011
Sb 1.1796 -1.1972 1.0314
H -0.7747 -5.5356 0.6957
C -0.0153 -5.0969 0.0384
H 1.9549 7.4515 1.1905
H -2.8958 -0.7307 2.6257
C 1.8182 -0.1853 -4.7164
C -3.0220 4.5856 1.4443
C 0.3202 6.1066 1.4920
C 1.8922 -0.1360 -1.9702
C 2.8135 2.2104 1.6059
Si 3.2103 1.2399 0.0756
C -3.6823 -0.0174 -1.8983
H -2.5897 -4.5549 3.2009
S 0.2485 3.7364 -1.2082
O 0.1133 4.6691 1.6657
C -3.1869 -1.4616 -0.0667
H 5.5187 0.6840 0.6592
H 2.2376 -3.2745 -0.4934
H -4.3578 0.4173 -2.6219
O -2.0439 4.5109 0.3630
C -2.6829 -4.0057 2.2580
N -1.4396 -0.2356 -1.0641
C 1.7945 6.3799 1.3222
H -3.7947 2.5829 1.2437

---

ORCA calculation (ωB97M-V/def2-TZVPD) on a cluster of 3 separate species, C26H48N3O4 in total.

## Properties
Total charge: +1
Gap between HOMO and LUMO: 0.2755 Ha
Lowest unoccupied orbital energy: -4.84 eV

Element x y z (Å)
H 5.0396 -4.3238 4.6844
H -1.1625 5.3911 -3.6040
H -0.8433 1.0545 -1.3663
H 5.8145 -3.9027 1.0154
H -0.1132 2.8554 -2.5139
H 5.5773 -1.5162 1.4888
O -3.0927 0.6864 -0.1962
H -8.6037 -0.9326 -1.7781
H 0.2095 4.0356 -4.8020
C 4.5804 -4.6799 2.5942
C -0.0299 1.2103 1.7730
H 5.1161 -5.6304 2.5535
H -4.6988 -2.0208 -3.9983
C 1.6215 1.1585 0.0463
H 1.2901 4.5921 2.4973
C 2.1852 1.8771 2.2689
H -7.4637 -1.7589 -3.8752
H 3.6890 -4.8077 1.9735
C 3.0684 3.8304 3.3838
H 3.9009 2.0015 5.1153
H 0.6086 1.8566 3.5797
C 3.0455 1.7178 4.5160
C -2.0776 0.1546 0.1347
C -5.9777 -1.9773 -1.4550
H 1.0233 4.0284 4.1258
H -4.8786 -0.1453 -1.5814
O 1.7276 -0.1052 -1.9326
N 3.1360 2.3624 3.1912
H 6.3904 -3.5221 2.6156
N 1.8954 3.1167 -2.0438
O 2.6778 1.9051 -1.9939
H 1.6582 4.7110 -4.0999
H -0.2526 5.1325 -2.0970
O 4.0894 4.4165 3.4703
C -0.7426 0.3928 -0.5174
H 3.5498 -5.2280 4.4188
H 3.5644 1.8060 0.6711
C 3.5528 -2.1406 1.1168
C 2.0005 0.9112 -1.3834
H 2.5649 3.7979 -2.3796
H -5.1943 -2.4884 -0.8838
C 0.8227 2.9999 -3.0471
C 0.2900 0.9305 0.4548
H -6.6487 -1.5396 -0.7108
C -6.7366 -3.0227 -2.2743
H -6.1102 -0.2944 -2.8107
N 0.9054 1.6606 2.6326
H -8.2947 -3.2883 -3.7162
H 2.1611 2.0311 5.0861
C -7.8634 -2.4648 -3.1421
C 5.4825 -3.5939 2.0100
H -3.4791 -1.8710 -2.7279
H -9.7658 -1.4392 -2.9969
C 1.7429 4.5358 3.4869
H -1.0251 1.0932 2.1647
H 4.0906 -3.5057 -0.5076
H -0.3808 -0.5855 -0.8303
H 4.6555 -1.8318 2.9387
H -7.1526 -3.7657 -1.5870
C 4.8485 -2.2055 1.9276
H 1.0186 2.1614 -3.7121
H 1.9424 5.5288 3.8602
H 3.5808 -3.4934 4.1281
H -6.0350 -3.5674 -2.9126
C 2.5416 1.6166 0.9528
C 4.1646 -4.4121 4.0380
C -8.9730 -1.7937 -2.3375
H 4.4607 -1.8072 -0.8144
H 3.1664 -1.1149 1.1779
C 3.7404 -2.4858 -0.3519
H -3.8350 -0.5037 -3.7884
C -5.3417 -0.8534 -2.2707
H -2.0808 -0.5455 0.9926
C -0.1752 5.3512 -3.1587
H 2.7970 -2.7812 1.5802
H 3.0072 0.6367 4.4301
C 0.6888 4.2766 -3.8596
H 0.2514 6.3416 -3.2769
C -4.2810 -1.3439 -3.2526
H 2.7905 -2.3814 -0.8788
H -9.4167 -2.4951 -1.6282

---

Number 1: strongest force on any atom 0.022 Eh/bohr. Number 2: strongest force on any atom 0.021 Eh/bohr.